Record 1
Formula: C17H14BrN4OPt
Source: the OMol25 dataset
Level of theory: ωB97M-V/def2-TZVPD

Last column: Löwdin charge in e.
Cartesian coordinates (Å):
Pt  0.329904  -0.304390  0.088634  1.4251
O  -0.287221  -0.320437  -3.801936  0.2653
C  0.133557  -0.044505  -2.735850  -0.3339
N  -0.399662  -0.721611  -1.524779  -0.1252
C  -1.502400  -1.652025  -1.621809  -0.0803
C  -1.859790  -2.105524  -0.239663  -0.2200
C  -2.880131  -2.994890  0.019601  0.0502
C  -3.144927  -3.350570  1.336021  0.0446
C  -2.381176  -2.801597  2.359050  0.0224
C  -1.373420  -1.916614  2.042523  -0.0800
N  -1.119376  -1.573121  0.769213  -0.0897
C  1.194208  0.921667  -2.355657  -0.1766
C  1.840787  1.680513  -3.300553  0.0858
C  2.807870  2.590062  -2.866634  0.0560
C  3.067127  2.698981  -1.511908  0.0375
C  2.374136  1.895884  -0.612936  -0.0668
N  1.457182  1.023809  -1.029011  -0.0781
H  -1.177872  -2.482859  -2.266436  0.1856
H  -2.343032  -1.179572  -2.145361  0.1787
H  -3.459754  -3.405865  -0.796966  0.1517
H  -3.939973  -4.049981  1.560521  0.1478
H  -2.560638  -3.056862  3.394090  0.1416
H  -0.753842  -1.469749  2.807459  0.1141
H  1.589108  1.561192  -4.347087  0.1576
H  3.342896  3.201164  -3.582165  0.1499
H  3.804781  3.394945  -1.136129  0.1436
H  2.562835  1.955804  0.450150  0.1172
Br  2.227651  -0.936490  1.769314  1.0213
C  1.328641  0.524556  2.615912  -0.6667
C  1.606385  1.105463  3.819897  -0.0035
C  0.763150  2.161048  4.183065  0.0461
C  -0.273149  2.556007  3.345662  0.0285
C  -0.471172  1.900390  2.142454  -0.0431
N  0.340332  0.888762  1.795769  -0.1929
H  2.420986  0.769413  4.448072  0.1472
H  0.924593  2.668798  5.126227  0.1506
H  -0.930504  3.370068  3.619685  0.1449
H  -1.261394  2.164108  1.452166  0.1433

Cartesian forces (eV/Å) of the 6 atoms listed first:
-0.229 0.479 0.306
-0.027 -0.020 0.016
-0.015 0.012 0.016
0.048 -0.035 -0.026
-0.039 0.033 -0.005
-0.014 0.015 -0.007

Summary:
Relative energy (zero: lowest compared OMol25 entry of this formula, charge and spin) = 0.000 eV
Molecular weight = 565.308 g mol⁻¹
Max |F| = 0.6 eV Å⁻¹
HOMO level = -19.707 eV
Net charge = +3
HOMO-LUMO gap = 6.156 eV
Calculated total energy = -3642.7493 hartree

---

Record 2
Formula: C17H14Cl2N2O2PdS
Source: the OMol25 dataset
Level of theory: ωB97M-V/def2-TZVPD

Last column: Löwdin charge in e.
Cartesian coordinates (Å):
Pd  -0.558568  -0.967764  -0.686719  0.7637
Cl  4.322618  0.616773  1.273840  0.9796
C  2.910031  1.474973  1.361837  -0.5253
C  2.822667  2.689265  1.973770  -0.0827
C  1.591027  3.366614  2.012666  -0.5033
Cl  1.574453  4.844846  2.773908  0.9875
C  0.362317  2.848181  1.439358  -0.1449
C  -0.852191  3.539559  1.499198  0.0390
C  -1.967640  2.962108  0.929100  0.0305
C  -1.845734  1.719138  0.326658  -0.0284
N  -0.689551  1.044542  0.265737  0.0587
C  0.392201  1.602144  0.801972  -0.1131
C  1.693830  0.841958  0.705386  -0.2850
O  1.777774  -0.203927  0.133156  0.1281
H  3.691454  3.143373  2.431263  0.1342
H  -0.917701  4.505493  1.980786  0.1177
H  -2.926468  3.460243  0.946431  0.1386
H  -2.699893  1.232880  -0.127072  0.1398
S  -0.465552  -3.193175  -1.154508  0.7154
C  -0.779512  -3.242777  0.556796  -0.7116
C  -0.857713  -4.317760  1.435973  -0.0385
C  -1.091365  -4.035491  2.764103  -0.0180
C  -1.238725  -2.708859  3.189183  -0.0387
C  -1.144808  -1.701090  2.263136  -0.1106
N  -0.926157  -1.980890  0.968051  -0.1476
H  -0.739716  -5.327767  1.070530  0.1266
H  -1.161718  -4.840496  3.483380  0.1274
H  -1.435153  -2.471639  4.224216  0.1171
H  -1.274578  -0.660800  2.531509  0.1075
C  0.215429  0.776222  -4.637742  0.0180
C  0.057898  -0.301947  -3.615661  -0.4117
C  0.377152  -1.714705  -3.955100  -0.0272
O  -0.353422  0.033303  -2.496482  -0.1067
H  0.388677  0.385656  -5.635159  0.0937
H  1.068136  1.395716  -4.347702  0.1080
H  -0.663739  1.420241  -4.629241  0.1039
H  0.696245  -1.827070  -4.986062  0.0963
H  -0.512783  -2.323692  -3.781618  0.0766
H  1.160778  -2.083382  -3.288876  0.0854

Cartesian forces (eV/Å) of the 6 atoms listed first:
-0.669 0.373 -0.106
0.077 -0.033 0.007
-0.178 -0.035 -0.043
-0.006 0.045 0.013
0.046 -0.123 -0.049
-0.006 0.100 0.048

Summary:
Relative energy (zero: lowest compared OMol25 entry of this formula, charge and spin) = 0.000 eV
Molecular weight = 487.704 g mol⁻¹
Max |F| = 0.8 eV Å⁻¹
HOMO level = -13.531 eV
Net charge = +2
HOMO-LUMO gap = 3.487 eV
Calculated total energy = -2362.0765 hartree